Record 1
Entry from the Open Molecules 2025 dataset: a cluster of 14 separate species, C54H83Cl4F40NO13 in total (the ωB97M-V functional and the def2-TZVPD basis).

ORCA input file:
```
! RIJCOSX wB97M-V def2-TZVPD def2/J DEFGRID3
* xyz 0 1
C 2.082 -2.456 0.603
O 1.644 -1.111 0.544
C 0.344 -1.005 1.119
C -0.069 0.504 1.313
N -0.607 1.151 0.012
H -1.247 0.596 -0.540
H -1.105 1.969 0.348
C 0.533 1.569 -0.930
C -0.087 2.277 -2.120
O -1.044 1.405 -2.720
C -1.984 2.059 -3.556
H 2.963 -2.551 -0.034
H 1.386 -3.089 0.051
H 2.392 -2.769 1.600
H 0.281 -1.466 2.105
H -0.419 -1.549 0.560
H 0.805 1.093 1.585
H -0.876 0.711 2.015
H 1.148 0.703 -1.172
H 1.160 2.279 -0.389
H 0.704 2.448 -2.852
H -0.543 3.201 -1.767
H -2.712 2.662 -3.010
H -2.589 1.405 -4.184
H -1.449 2.694 -4.263
C -2.859 3.979 0.213
O -1.655 3.688 0.847
H -3.542 3.126 0.217
H -3.432 4.767 0.705
H -2.760 4.359 -0.806
C 6.192 -2.443 -2.742
C 5.979 -3.977 -2.876
C 4.693 -4.496 -2.204
F 4.714 -4.300 -0.879
F 3.477 -4.137 -2.668
F 5.935 -4.313 -4.182
F 7.062 -4.633 -2.432
O 5.101 -1.681 -3.285
C 4.639 -0.631 -2.409
C 3.584 0.152 -3.181
F 2.574 -0.512 -3.724
F 3.097 1.162 -2.422
F 4.147 -1.134 -1.277
F 5.632 0.175 -2.081
H 7.079 -2.162 -3.310
H 6.388 -2.176 -1.704
H 4.712 -5.585 -2.254
H 4.102 0.734 -3.944
C 1.002 5.552 2.139
C 1.261 4.247 2.876
C 0.210 4.033 3.988
F 0.393 2.886 4.696
F 0.144 5.035 4.889
F 1.181 3.234 2.018
F 2.464 4.239 3.419
O 1.885 5.820 1.039
C 1.456 6.870 0.193
C 0.308 6.378 -0.736
F -0.010 7.260 -1.665
F 0.521 5.231 -1.347
F 1.210 7.991 0.861
F 2.576 7.192 -0.489
H 1.135 6.424 2.779
H -0.053 5.572 1.861
H -0.765 3.907 3.516
H -0.552 6.220 -0.084
C -7.795 1.709 4.165
C -8.286 2.204 5.535
C -7.383 1.737 6.707
F -7.781 2.229 7.885
F -7.321 0.407 6.896
F -8.226 3.510 5.622
F -9.523 1.840 5.744
O -6.377 1.862 3.963
C -5.718 0.915 3.101
C -4.243 1.381 3.130
F -3.859 1.627 4.399
F -3.416 0.488 2.543
F -5.898 -0.336 3.565
F -6.220 0.945 1.850
H -8.374 2.234 3.404
H -8.130 0.682 4.018
H -6.339 2.045 6.642
H -4.241 2.315 2.567
C 4.034 0.080 2.967
C 2.838 -0.239 3.885
C 3.186 -0.278 5.365
F 2.163 -0.717 6.083
F 4.283 -0.964 5.665
F 1.921 0.696 3.664
F 2.313 -1.445 3.553
O 4.578 1.349 3.370
C 5.996 1.490 3.508
C 6.845 1.412 2.175
F 8.126 1.494 2.430
F 6.563 0.309 1.453
F 6.215 2.688 4.104
F 6.298 0.579 4.404
H 3.680 0.078 1.936
H 4.731 -0.756 2.912
H 3.326 0.720 5.784
H 6.619 2.245 1.507
C -2.066 -1.786 -4.076
C -0.731 -2.553 -4.077
C -0.018 -2.486 -2.677
F 0.391 -1.247 -2.320
F -0.750 -2.970 -1.683
F -0.830 -3.804 -4.465
F 0.078 -1.971 -4.998
O -2.822 -2.281 -5.169
C -4.232 -2.258 -5.011
C -4.948 -2.626 -6.328
F -4.743 -1.818 -7.369
F -4.656 -3.865 -6.719
F -4.552 -3.122 -4.088
F -4.574 -1.031 -4.588
H -1.917 -0.718 -4.240
H -2.518 -1.847 -3.085
H 0.906 -3.064 -2.711
H -6.022 -2.578 -6.147
C -1.104 4.997 -6.039
C -0.466 5.373 -4.695
C 0.747 6.267 -5.057
O 1.200 5.701 -6.284
C 0.094 5.182 -7.016
H -1.875 5.731 -6.275
H -1.494 3.982 -6.097
H -0.116 4.464 -4.205
H -1.132 5.875 -3.993
H 1.526 6.313 -4.297
H 0.455 7.299 -5.258
H 0.462 4.218 -7.369
H -0.160 5.869 -7.824
C 0.570 -6.777 1.224
C -0.919 -6.396 1.154
C -0.879 -4.866 1.448
O 0.169 -4.768 2.380
C 1.226 -5.723 2.132
H 0.842 -6.684 0.172
H 0.677 -7.774 1.651
H -1.486 -6.944 1.907
H -1.374 -6.589 0.182
H -1.773 -4.450 1.911
H -0.724 -4.300 0.528
H 1.557 -6.116 3.093
H 2.054 -5.252 1.600
C -2.361 -2.000 5.815
C -1.234 -1.167 6.355
C -0.887 -0.191 5.255
O -1.162 -0.963 4.070
C -2.005 -2.105 4.351
H -3.256 -1.404 5.997
H -2.574 -2.950 6.304
H -0.335 -1.778 6.434
H -1.492 -0.610 7.256
H 0.131 0.194 5.243
H -1.585 0.647 5.278
H -1.390 -2.993 4.199
H -2.923 -2.209 3.773
C -5.114 -0.912 -1.106
C -4.766 -1.841 0.018
C -3.242 -1.960 -0.117
O -2.878 -0.591 -0.410
C -3.957 0.113 -1.050
H -6.083 -0.435 -0.959
H -5.054 -1.439 -2.059
H -5.226 -2.829 -0.004
H -4.948 -1.390 0.994
H -2.962 -2.586 -0.964
H -2.826 -2.384 0.797
H -3.640 0.426 -2.045
H -4.290 0.976 -0.474
C 5.544 -4.107 2.062
C 6.134 -5.500 2.128
C 7.330 -5.489 1.196
O 7.419 -4.086 0.807
C 6.773 -3.256 1.745
H 5.113 -3.784 3.010
H 4.790 -4.133 1.276
H 5.407 -6.287 1.925
H 6.425 -5.753 3.148
H 7.028 -6.069 0.325
H 8.268 -5.818 1.643
H 6.576 -2.245 1.388
H 7.479 -3.145 2.570
C -4.303 1.317 -7.201
Cl -3.827 2.817 -6.366
Cl -3.646 1.213 -8.868
H -3.956 0.487 -6.586
H -5.383 1.205 -7.288
C 0.880 0.882 -5.826
Cl -0.271 1.295 -7.090
Cl 1.869 2.279 -5.436
H 0.343 0.601 -4.921
H 1.472 0.040 -6.183
*
```

Summary:
LUMO energy: 0.0082 hartree
electronic energy: -8975.47381 a.u.
ΔE to the lowest compared entry with this formula, charge and spin: 0.00 kJ/mol
orbital gap: 0.273 Eh

Atomic partial charges in e from the Mulliken method, atoms 1 to 6: C 0.221; O 0.318; C -0.650; C 0.015; N 2.608; H -0.552



Record 2
Entry from the Open Molecules 2025 dataset: a structure of composition C54H83InNO9P2S3Se (the ωB97M-V functional and the def2-TZVPD basis).

ORCA input file:
```
! RIJCOSX wB97M-V def2-TZVPD def2/J DEFGRID3
* xyz -1 1
In 0.258 0.594 -0.397
C -2.241 -3.190 6.124
C -2.959 -1.938 5.597
C -2.611 -0.761 6.515
C -4.479 -2.153 5.630
C -2.505 -1.685 4.168
C -1.901 -0.513 3.757
C -1.423 -0.380 2.464
Se -0.697 1.335 1.990
C -2.274 2.116 1.209
C -3.074 2.885 2.037
C -4.225 3.475 1.546
C -4.524 3.236 0.206
C -3.740 2.498 -0.659
C -2.534 1.919 -0.169
O -1.730 1.261 -0.922
C -4.235 2.370 -2.103
C -3.327 1.562 -3.031
C -4.371 3.773 -2.715
C -5.612 1.681 -2.104
C -5.160 4.346 2.375
C -6.543 3.682 2.441
C -5.301 5.727 1.717
C -4.652 4.552 3.804
C -1.477 -1.408 1.481
O -0.822 -1.349 0.378
C -2.302 -2.520 1.858
C -2.718 -2.635 3.173
C -2.765 -3.621 0.898
C -2.673 -3.199 -0.571
C -4.248 -3.967 1.155
C -1.920 -4.886 1.131
H -2.531 -3.395 7.154
H -1.163 -3.037 6.089
H -2.481 -4.061 5.519
H -2.900 -0.987 7.541
H -3.137 0.138 6.201
H -1.541 -0.570 6.495
H -4.817 -2.330 6.651
H -4.768 -3.005 5.020
H -4.989 -1.273 5.242
H -1.768 0.333 4.417
H -2.759 3.005 3.065
H -5.423 3.677 -0.197
H -2.338 2.005 -3.094
H -3.766 1.537 -4.031
H -3.211 0.544 -2.674
H -3.406 4.274 -2.708
H -5.078 4.388 -2.164
H -4.717 3.704 -3.747
H -5.530 0.688 -1.667
H -5.982 1.581 -3.125
H -6.345 2.244 -1.532
H -6.951 3.534 1.445
H -7.241 4.299 3.008
H -6.472 2.709 2.921
H -5.743 5.650 0.728
H -4.327 6.199 1.614
H -5.937 6.376 2.320
H -4.570 3.602 4.325
H -5.345 5.187 4.357
H -3.678 5.035 3.798
H -3.260 -3.526 3.448
H -3.361 -2.382 -0.769
H -2.932 -4.040 -1.215
H -1.680 -2.843 -0.811
H -4.840 -3.058 1.243
H -4.390 -4.552 2.062
H -4.630 -4.558 0.323
H -0.873 -4.696 0.916
H -2.267 -5.693 0.487
H -1.997 -5.217 2.166
C 4.907 -3.685 -1.621
C 5.450 -2.419 -2.278
C 5.607 -2.660 -3.779
O 4.559 -1.311 -2.142
P 4.384 -0.156 -1.047
O 3.128 0.537 -1.228
C 4.680 -0.896 0.606
P 3.413 -0.331 1.787
O 2.031 -0.232 1.312
O 3.540 -1.386 3.006
C 2.817 -2.621 2.955
C 1.462 -2.464 3.629
C 3.693 -3.656 3.654
O 4.176 0.932 2.348
C 3.810 1.752 3.468
C 2.318 2.019 3.518
C 4.319 1.115 4.759
O 5.632 0.850 -1.211
C 6.808 0.692 -1.992
C 7.966 0.180 -1.137
C 7.134 2.045 -2.613
H 5.603 -4.500 -1.802
H 3.935 -3.923 -2.041
H 4.785 -3.571 -0.549
H 6.424 -2.170 -1.834
H 4.625 -2.844 -4.206
H 6.244 -3.523 -3.959
H 6.046 -1.792 -4.265
H 5.652 -0.594 0.987
H 4.624 -1.979 0.551
H 2.665 -2.897 1.903
H 1.590 -2.172 4.670
H 0.913 -3.401 3.582
H 0.877 -1.703 3.116
H 3.830 -3.370 4.694
H 4.671 -3.703 3.181
H 3.234 -4.639 3.612
H 4.344 2.693 3.282
H 1.781 1.086 3.688
H 1.990 2.436 2.567
H 2.088 2.720 4.318
H 3.769 0.198 4.950
H 4.188 1.800 5.595
H 5.376 0.876 4.665
H 6.603 -0.024 -2.796
H 8.173 0.875 -0.328
H 8.854 0.081 -1.755
H 7.728 -0.789 -0.704
H 7.326 2.777 -1.835
H 6.287 2.391 -3.198
H 8.008 1.959 -3.253
C -0.371 3.447 -9.212
C 0.533 2.744 -10.181
O 0.578 2.967 -11.361
S 1.607 1.477 -9.536
C 1.229 1.291 -7.792
C 0.176 0.476 -7.398
C -0.048 0.240 -6.056
C 0.787 0.807 -5.085
C 1.843 1.629 -5.502
C 2.063 1.868 -6.842
C 0.611 0.577 -3.699
C 0.550 0.373 -2.507
H -0.425 4.499 -9.491
H -0.039 3.350 -8.181
H -1.372 3.022 -9.307
H -0.457 0.030 -8.151
H -0.863 -0.402 -5.752
H 2.489 2.057 -4.751
H 2.882 2.496 -7.164
S 2.192 5.120 -0.012
C 1.575 3.661 -0.102
N 1.097 2.590 -0.106
C 0.592 -2.718 -3.076
S 1.795 -2.578 -1.731
C 1.041 -3.771 -0.576
H 0.901 -2.017 -3.843
H -0.380 -2.424 -2.693
H 0.598 -3.737 -3.457
H 0.096 -4.107 -0.988
H 0.871 -3.251 0.360
H 1.714 -4.615 -0.441
*
```

Summary:
LUMO energy: 0.0676 hartree
electronic energy: -7308.50633 a.u.
orbital gap: 0.236 Eh

Atomic partial charges in e from the Mulliken method, atoms 1 to 6: In 1.931; C -1.596; C 1.921; C -2.057; C -1.659; C 0.030